## w
This record from OMol25 describes one molecule with the formula C4H4O3. The level of theory is ωB97M-V with the def2-TZVPD basis set.

E_LUMO (spin up / spin down): -1.52 / -1.53 eV
HOMO-LUMO gap (spin up / spin down): 0.2548 / 0.2546 Ha
charge: 0
SMILES: C=CC(=O)C(=O)O

Atoms and positions in Å:
O -1.85526 -0.23860 0.62210
O -0.52580 -2.02440 0.63882
O 1.71361 -0.38807 1.60171
C 0.70571 0.44478 -0.48903
C 0.00478 1.44731 -1.06722
C 0.82171 -0.01977 0.89214
C -0.74202 -0.70244 0.52408
H -1.39899 -2.43349 0.78944
H 0.51101 2.25217 -1.58682
H 1.82888 0.30956 -0.71239
H -1.06363 1.35296 -1.21284

Atom charges from the Löwdin analysis, given in e for atoms 1 to 8: number 1, O, carries 0.0928; number 2, O, carries 0.1020; number 3, O, carries 0.1425; number 4, C, carries -0.1283; number 5, C, carries 0.1174; number 6, C, carries -0.2814; number 7, C, carries -0.4687; number 8, H, carries 0.1328



## x
This record from OMol25 describes a 2-piece molecular cluster, C4H4O3 overall. The level of theory is ωB97M-V with the def2-TZVPD basis set.

E_LUMO (spin up / spin down): -1.00 / -1.00 eV
HOMO-LUMO gap (spin up / spin down): 0.3065 / 0.3065 Ha
charge: 0
SMILES: O=CC1=CO1.C=O

Atoms and positions in Å:
O -0.26618 -1.92352 -0.48896
O 1.73862 1.26414 -0.31445
O -2.19270 1.20019 -0.47308
C 0.09634 -0.31029 -0.14475
C 1.21214 0.30717 -0.83299
C -1.39035 1.00682 0.42068
C 0.35688 -1.44191 0.51734
H -0.52704 1.70265 0.55794
H 1.54248 -0.18967 -1.76100
H -1.57555 0.29291 1.27211
H 1.00536 -1.90850 1.24716

Atom charges from the Löwdin analysis, given in e for atoms 1 to 8: number 1, O, carries 0.1184; number 2, O, carries 0.0730; number 3, O, carries -0.0345; number 4, C, carries -0.0783; number 5, C, carries -0.2318; number 6, C, carries -0.2749; number 7, C, carries -0.0771; number 8, H, carries 0.0995



## y
This record from OMol25 describes one molecule with the formula C4H4O3. The level of theory is ωB97M-V with the def2-TZVPD basis set.

E_LUMO: 0.09 eV
HOMO-LUMO gap: 0.3570 Ha
charge: 0
SMILES: CC(=C=O)C(=O)O

Atoms and positions in Å:
O -0.28252 -2.35481 -0.64811
O -2.10480 -1.94034 0.56158
O -3.46157 1.01056 -0.26079
C -2.35062 0.65440 -0.15477
C -1.16035 0.20151 0.03131
C -1.20279 -1.39543 0.01596
C 0.18409 1.03892 0.37782
H 1.11006 0.53741 0.16217
H 0.12917 2.07862 -0.16774
H -0.48098 -3.24638 -0.14703
H 0.21536 1.09690 1.45281

Atom charges from the Löwdin analysis, given in e for atoms 1 to 8: number 1, O, carries -0.0197; number 2, O, carries 0.0989; number 3, O, carries 0.2086; number 4, C, carries -0.1628; number 5, C, carries -0.1218; number 6, C, carries -0.3653; number 7, C, carries -0.0163; number 8, H, carries 0.0561



We find y to be the most stable, with the next structure 2.926 eV higher.



## w
This record from OMol25 describes C4H4O3 as an isolated structure. The level of theory is ωB97M-V with the def2-TZVPD basis set.

E_LUMO (spin up / spin down): -1.18 / -1.04 eV
HOMO-LUMO gap (spin up / spin down): 0.2806 / 0.2821 Ha
charge: 0

Atoms and positions in Å:
O -0.13583 1.88736 0.60685
O 1.44484 1.58626 0.13276
O -0.52546 -1.46701 -0.67513
C -0.66918 1.08050 -0.33241
C -0.41253 -1.41834 0.76197
C 1.00420 0.50570 -0.53367
C -0.17325 -0.25942 -0.08032
H 1.70243 0.06134 -1.24458
H -1.35610 -1.49097 1.29924
H 0.43168 -1.96738 1.17482
H -1.31081 1.48195 -1.10953

Atom charges from the Löwdin analysis, given in e for atoms 1 to 8: number 1, O, carries 0.0328; number 2, O, carries 0.0364; number 3, O, carries 0.0274; number 4, C, carries -0.1249; number 5, C, carries -0.0107; number 6, C, carries -0.0727; number 7, C, carries -0.4399; number 8, H, carries 0.1593



## x
This record from OMol25 describes one molecule with the formula C4H4O3. The level of theory is ωB97M-V with the def2-TZVPD basis set.

E_LUMO: -0.73 eV
HOMO-LUMO gap: 0.3349 Ha
charge: 0
SMILES: CC(=O)C(=O)C=O

Atoms and positions in Å:
O 0.29828 -0.08005 1.94209
O -0.11962 -1.51357 -0.98234
O 2.23510 0.72460 -0.69195
C -0.39845 -0.53528 -0.32688
C 2.03290 0.08283 0.30843
C 0.59874 -0.16335 0.77530
C -1.64303 0.28655 -0.47705
H -1.37932 1.34527 -0.58178
H -2.26564 0.19140 0.41898
H -2.19594 -0.05124 -1.35534
H 2.83697 -0.28716 0.97053

Atom charges from the Löwdin analysis, given in e for atoms 1 to 8: number 1, O, carries 0.1420; number 2, O, carries 0.1281; number 3, O, carries 0.0999; number 4, C, carries -0.3728; number 5, C, carries -0.1516; number 6, C, carries -0.2775; number 7, C, carries 0.0078; number 8, H, carries 0.0986



## y
This record from OMol25 describes C4H4O3 as an isolated structure. The level of theory is ωB97M-V with the def2-TZVPD basis set.

E_LUMO: -0.85 eV
HOMO-LUMO gap: 0.3024 Ha
charge: 0

Atoms and positions in Å:
O 1.07536 0.62139 1.27649
O -1.43339 -0.80159 2.44416
O -1.25715 -0.44328 -1.04501
C -0.15447 -0.09532 -0.68033
C 0.02928 0.23468 0.80492
C 1.05742 0.02406 -1.55621
C -1.22075 0.18512 1.63487
H 1.45701 1.04243 -1.50107
H -2.19339 0.10164 2.40488
H 1.84904 -0.64356 -1.19819
H 0.79104 -0.22559 -2.58452

Atom charges from the Löwdin analysis, given in e for atoms 1 to 8: number 1, O, carries 0.1309; number 2, O, carries 0.0461; number 3, O, carries 0.1176; number 4, C, carries -0.3659; number 5, C, carries -0.3173; number 6, C, carries -0.0009; number 7, C, carries -0.0526; number 8, H, carries 0.0971



We find x to be the most stable, with the next structure 3.525 eV higher.



## w
This record from OMol25 describes a 2-piece molecular cluster, C9H14N3 overall. The level of theory is ωB97M-V with the def2-TZVPD basis set.

E_LUMO (spin up / spin down): -4.30 / -4.30 eV
HOMO-LUMO gap (spin up / spin down): 0.2825 / 0.2825 Ha
charge: +1

Atoms and positions in Å:
N -0.93568 -2.37883 -0.25246
N 1.96532 -0.42790 0.68190
N 0.79064 -0.11280 0.21928
C 0.36513 1.13491 -0.11414
C -1.35059 2.44549 -1.24970
C 0.97780 2.32197 0.32522
C 2.60912 -1.54529 0.67110
C 0.43205 3.57109 0.02409
C -1.19323 -2.42985 1.19882
C -0.75307 1.20015 -0.93874
C -1.65164 -3.06450 -1.02255
C -0.73142 3.62184 -0.79407
H 0.33978 -1.02438 -0.14217
H 2.55234 0.19449 1.18423
H -1.09855 0.32788 -1.28302
H 0.98201 4.50264 0.34020
H -1.11558 4.53117 -0.95782
H -0.20768 -2.87196 1.59947
H 2.34154 -2.35526 0.15227
H -2.05467 -3.17718 1.25892
H -1.49812 -1.39108 1.34029
H -2.28532 2.66880 -1.80182
H 3.41086 -1.59835 1.31956
H 1.88624 2.39943 0.99107
H -1.31997 -2.96629 -2.00675
H -2.45730 -3.57619 -0.74319

Atom charges from the Löwdin analysis, given in e for atoms 1 to 8: number 1, N, carries -0.1463; number 2, N, carries 0.0348; number 3, N, carries 0.0718; number 4, C, carries -0.2470; number 5, C, carries -0.0225; number 6, C, carries -0.0365; number 7, C, carries 0.1754; number 8, C, carries -0.0516



## x
This record from OMol25 describes an isolated ion of composition C9H14N3 and charge +1. The level of theory is ωB97M-V with the def2-TZVPD basis set.

E_LUMO (spin up / spin down): -4.72 / -4.72 eV
HOMO-LUMO gap (spin up / spin down): 0.2473 / 0.2473 Ha
charge: +1
SMILES: C=[N+]=C=C/C(C)=C\N=C(/C)NC

Atoms and positions in Å:
N 0.17746 2.25545 0.57768
N 2.30678 -0.55239 -0.31134
N -0.03140 -0.46911 -0.19184
C 1.11945 -1.00812 0.07185
C 1.29976 2.85163 0.74760
C -0.75715 1.61312 0.13308
C 2.44231 0.24851 -1.47676
C 1.18757 -2.08885 1.14030
C -1.23850 -1.03124 -0.13720
C -2.01373 1.23223 -0.01212
C -3.72572 -0.61653 -0.18928
C -2.31570 -0.16857 -0.16651
H 0.18517 -2.26335 1.62423
H 1.66524 0.31307 -2.09701
H -2.77977 2.02345 -0.37552
H -4.21552 -0.39922 0.80313
H 1.11105 3.91314 0.53869
H 2.66210 1.29705 -1.11761
H -1.14983 -2.03979 -0.25146
H 3.13921 -0.92691 0.21440
H 1.87954 -1.81769 1.91275
H -4.29921 -0.13124 -0.91011
H -3.65889 -1.76095 -0.33175
H 3.25696 -0.05663 -2.12871
H 1.57742 -2.89602 0.57924
H 2.17539 2.47899 1.35428

Atom charges from the Löwdin analysis, given in e for atoms 1 to 8: number 1, N, carries 0.0685; number 2, N, carries 0.0257; number 3, N, carries 0.0754; number 4, C, carries -0.3570; number 5, C, carries 0.0771; number 6, C, carries -0.0311; number 7, C, carries -0.0585; number 8, C, carries 0.0244



We find x to be the most stable, with the next structure 0.132 eV higher.



## w
This record from OMol25 describes an isolated ion of composition C2H6NO2S and charge +1. The level of theory is ωB97M-V with the def2-TZVPD basis set.

E_LUMO: -4.21 eV
HOMO-LUMO gap: 0.3270 Ha
charge: +1
SMILES: [NH3+]C[C@@]1(O)OS1

Atoms and positions in Å:
S -2.13147 1.07874 -0.66768
O -1.44504 0.51899 0.87351
O -1.49415 -1.55640 -0.28340
N 1.35891 0.69616 0.51897
C 0.77356 -0.28544 -0.50159
C -1.06263 -0.35632 -0.09915
H 1.05454 1.67210 0.16892
H 2.43796 0.91790 0.40807
H 0.88904 -1.42808 -0.43272
H -2.32995 -1.75556 0.06970
H 1.04597 0.40940 1.49636
H 0.90327 0.08853 -1.55097

Atom charges from the Löwdin analysis, given in e for atoms 1 to 8: number 1, S, carries 0.9285; number 2, O, carries -0.3693; number 3, O, carries 0.1034; number 4, N, carries 0.1303; number 5, C, carries -0.0052; number 6, C, carries -0.7867; number 7, H, carries 0.1944; number 8, H, carries 0.2226



## x
This record from OMol25 describes C2H6NO2S as an isolated structure. The level of theory is ωB97M-V with the def2-TZVPD basis set.

E_LUMO: -3.55 eV
HOMO-LUMO gap: 0.3755 Ha
charge: +1

Atoms and positions in Å:
S 0.03766 0.87982 -2.15462
O 0.78782 0.49421 -0.94494
O -1.59411 0.64758 -1.88659
N 1.33123 -0.35556 1.40085
C -1.77459 0.32169 -0.66527
C -1.86515 0.03122 0.49675
H 0.41250 -0.61942 1.55624
H 1.69918 0.24613 2.16746
H 1.81954 -1.16847 1.25861
H 0.29292 -0.16256 -3.05765
H 1.11681 0.22315 0.49851
H -2.26381 -0.53778 1.33066

Atom charges from the Löwdin analysis, given in e for atoms 1 to 8: number 1, S, carries 1.1029; number 2, O, carries -0.5294; number 3, O, carries -0.2204; number 4, N, carries 0.3107; number 5, C, carries -0.3375; number 6, C, carries 0.1151; number 7, H, carries 0.0734; number 8, H, carries 0.1814



We find w to be the most stable, with the next structure 0.512 eV higher.



## w
This record from OMol25 describes one molecule with the formula C7H9FO2. The level of theory is ωB97M-V with the def2-TZVPD basis set.

E_LUMO (spin up / spin down): -0.56 / -0.56 eV
HOMO-LUMO gap (spin up / spin down): 0.2619 / 0.2618 Ha
charge: 0

Atoms and positions in Å:
F 3.70548 0.86250 0.58570
O 0.92101 1.67815 0.47887
O 0.77470 -0.41177 -0.68612
C -1.10406 -1.17624 0.62092
C -0.33933 2.41506 0.58298
C 2.82653 -0.03992 0.17928
C -0.71111 -0.42476 -0.65954
C 3.15025 -1.34358 0.01789
C -0.83129 2.97768 -0.46761
C 1.40046 0.59061 0.05150
H -2.23411 -1.07408 0.74407
H -1.08540 -0.90978 -1.57552
H -1.74484 3.43562 -0.27785
H -1.13660 0.63933 -0.66965
H -1.07012 -2.25712 0.59213
H -0.29667 3.00423 -1.42624
H -0.39925 -0.68373 1.37780
H 4.16550 -1.41782 0.30817
H 2.44425 -1.98413 -0.49299

Atom charges from the Löwdin analysis, given in e for atoms 1 to 8: number 1, F, carries 0.0857; number 2, O, carries 0.0384; number 3, O, carries -0.0674; number 4, C, carries -0.0633; number 5, C, carries -0.1537; number 6, C, carries -0.2371; number 7, C, carries -0.1865; number 8, C, carries 0.1410



## x
This record from OMol25 describes a 2-piece molecular cluster, C7H9FO2 overall. The level of theory is ωB97M-V with the def2-TZVPD basis set.

E_LUMO: 0.17 eV
HOMO-LUMO gap: 0.2969 Ha
charge: 0

Atoms and positions in Å:
F -3.02245 0.07833 1.59256
O 3.65416 0.60236 0.11539
O 2.39043 -1.40065 0.31419
C -3.28674 -0.94610 -0.59296
C 0.99477 -1.62053 0.30286
C 0.33391 -0.47074 0.25251
C 1.32646 0.58860 0.03085
C 1.13815 2.06187 -0.04235
C 2.50975 -0.04712 0.20510
C -2.80363 0.20199 0.31876
H -2.88927 -1.01584 -1.62579
H -0.79321 -0.46934 0.26230
H 0.15636 2.41466 -0.22163
H -3.57438 -1.88300 -0.13300
H 1.75107 2.43535 -0.78423
H -4.36869 -0.60398 -0.86114
H 0.79521 -2.62176 0.22530
H 1.33051 2.60848 0.83439
H 4.35758 0.08741 -0.19311

Atom charges from the Löwdin analysis, given in e for atoms 1 to 8: number 1, F, carries 0.0309; number 2, O, carries 0.1527; number 3, O, carries 0.0649; number 4, C, carries -0.1342; number 5, C, carries -0.0953; number 6, C, carries -0.0134; number 7, C, carries -0.1725; number 8, C, carries -0.0289



We find x to be the most stable, with the next structure 1.531 eV higher.



## w
This record from OMol25 describes C2H6N4OS as an isolated structure. The level of theory is ωB97M-V with the def2-TZVPD basis set.

E_LUMO: -0.16 eV
HOMO-LUMO gap: 0.2901 Ha
charge: 0

Atoms and positions in Å:
S -1.75375 0.70648 -0.02597
O 0.40643 -1.82674 0.43899
N 1.75757 1.28229 -1.85168
N 0.64200 -0.80395 -0.36422
N 1.84846 1.23536 -0.38602
N -1.42407 -0.35628 1.12683
C 1.23715 0.34357 0.14678
C -0.70236 -1.33139 1.40289
H 2.94913 1.83529 -2.01419
H 0.25432 -1.15086 -1.39707
H 1.10430 0.39388 1.36934
H -3.42343 0.34889 -0.12374
H -0.88745 -1.84425 2.30123
H 1.83526 0.15218 -2.20438

Atom charges from the Löwdin analysis, given in e for atoms 1 to 8: number 1, S, carries 0.6731; number 2, O, carries -0.1183; number 3, N, carries -0.0722; number 4, N, carries -0.1835; number 5, N, carries -0.1082; number 6, N, carries -0.4742; number 7, C, carries -0.3853; number 8, C, carries -0.1614



## x
This record from OMol25 describes one molecule with the formula C2H6N4OS. The level of theory is ωB97M-V with the def2-TZVPD basis set.

E_LUMO: 0.33 eV
HOMO-LUMO gap: 0.3330 Ha
charge: 0

Atoms and positions in Å:
S -1.68012 0.00269 2.16072
O -0.62861 0.07419 3.13377
N -0.73952 -1.75752 0.68383
N -2.12457 1.03253 -0.09538
N -1.08543 0.57635 0.72913
N -1.40953 -1.79063 1.67340
C -0.18725 -0.58200 0.10942
C 1.21158 -0.54333 0.66477
H -2.50122 0.22532 -0.57419
H -1.77929 1.70677 -0.66783
H 1.83787 0.18929 0.18433
H -0.28290 -0.42231 -0.94613
H 1.08803 -0.25246 1.63095
H 1.57756 -1.49822 0.63609

Atom charges from the Löwdin analysis, given in e for atoms 1 to 8: number 1, S, carries 0.8898; number 2, O, carries -0.4957; number 3, N, carries -0.0647; number 4, N, carries 0.0011; number 5, N, carries -0.3724; number 6, N, carries -0.0435; number 7, C, carries -0.3315; number 8, C, carries -0.0236



## y
This record from OMol25 describes one molecule with the formula C2H6N4OS. The level of theory is ωB97M-V with the def2-TZVPD basis set.

E_LUMO: 0.33 eV
HOMO-LUMO gap: 0.3570 Ha
charge: 0
SMILES: [H]/N=C(/NN)SC(N)=O

Atoms and positions in Å:
S 0.46025 -0.90689 -0.36263
O 1.86534 1.43635 -0.13106
N -3.21432 0.03727 0.56715
N -2.16182 -0.74789 -0.10238
N -1.24675 1.40374 -0.14477
N 3.03520 -0.53227 0.42322
C -1.09255 0.06559 -0.26827
C 1.87060 0.20889 0.00672
H 3.68683 0.29104 0.75934
H -0.26552 1.70168 -0.04342
H -2.59161 0.85072 1.05212
H -1.84037 -1.57448 0.46886
H 2.97179 -1.29780 1.21862
H -3.80238 0.27539 -0.23815

Atom charges from the Löwdin analysis, given in e for atoms 1 to 8: number 1, S, carries 0.9738; number 2, O, carries -0.0113; number 3, N, carries -0.0224; number 4, N, carries -0.1371; number 5, N, carries 0.0598; number 6, N, carries 0.0210; number 7, C, carries -0.7076; number 8, C, carries -0.7725



We find y to be the most stable, with the next structure 1.742 eV higher.